Record 1
Molecular formula: C4H5BrN4O2
Method: DFT, ωB97M-V/def2-TZVPD

```
16
C4H5BrN4O2 ωB97M-V/def2-TZVPD
O -1.9315 -0.9225 1.9926
C -1.3524 -0.2384 1.2044
N -0.5230 0.8361 1.4367
C 0.3186 1.1529 0.2704
N 1.5217 0.3005 0.2195
C 1.4847 -0.6673 -0.6860
O 2.2461 -1.5941 -0.8117
N 0.3987 -0.4334 -1.4907
Br -0.1342 -1.9898 -2.4248
C -0.5516 0.4256 -0.8119
N -1.6116 -0.2996 -0.1269
H -0.2141 1.0524 2.4394
H 0.5636 2.1763 0.0002
H 2.3618 0.2612 0.8664
H -0.8602 1.1862 -1.5695
H -1.7165 -1.2461 -0.5081
```

Values from the calculation:
Total energy = -3098.95952 Ha
SMILES = O=C1N[C@H]2NC(=O)N(Br)[C@H]2N1
Frontier orbital gap = 9.720 eV
Energy relative to the best compared isomer or geometry (same formula, charge and spin) = 0.0 kcal per mole
HOMO = -9.898 eV

Just the Löwdin charges please, in e? Sure, here they are: atom 1 (O): 0.10, atom 2 (C): -0.61, atom 3 (N): 0.13, atom 4 (C): -0.17, atom 5 (N): 0.13, atom 6 (C): -0.71, atom 7 (O): 0.03, atom 8 (N): -0.36, atom 9 (Br): 0.84, atom 10 (C): -0.29, atom 11 (N): 0.14, atom 12 (H): 0.19, atom 13 (H): 0.15, atom 14 (H): 0.20, atom 15 (H): 0.16, atom 16 (H): 0.09

---

Record 2
Molecular formula: C4H5BrNS
Method: DFT, ωB97M-V/def2-TZVPD

```
12
C4H5BrNS ωB97M-V/def2-TZVPD
C -0.8533 0.8527 0.2106
C -0.2330 2.0690 0.0693
C 1.3222 0.1373 0.0341
C -0.3797 -1.5795 -0.1913
N 0.0435 -0.1779 0.0853
S 1.4462 2.0027 -0.0169
Br 2.7428 -1.0199 0.0673
H -1.8575 0.6240 0.1345
H -0.7184 2.9221 0.2632
H -1.3959 -1.7544 0.2860
H -0.5067 -1.9719 -1.2770
H 0.3899 -2.1042 0.3349
```

Values from the calculation:
Total energy = -3182.07854 Ha
Total charge = +1
Frontier orbital gap = 9.282 eV
Energy relative to the best compared isomer or geometry (same formula, charge and spin) = 0.0 kcal per mole
HOMO = -14.061 eV

Just the Löwdin charges please, in e? Sure, here they are: atom 1 (C): -0.09, atom 2 (C): -0.35, atom 3 (C): -0.88, atom 4 (C): 0.00, atom 5 (N): -0.21, atom 6 (S): 1.11, atom 7 (Br): 0.94, atom 8 (H): 0.12, atom 9 (H): 0.05, atom 10 (H): 0.13, atom 11 (H): 0.15, atom 12 (H): 0.03

---

Record 3
Molecular formula: C4H5BrNS
Method: DFT, ωB97M-V/def2-TZVPD

```
12
C4H5BrNS ωB97M-V/def2-TZVPD
C -1.0678 0.3426 -0.5693
C -1.1823 1.6836 -0.4439
C 0.9111 0.8497 0.3863
C 0.4072 -1.5348 0.0537
N 0.1334 -0.1284 -0.0362
S 0.2217 2.4085 0.3516
Br 2.8638 0.3164 1.3682
H -1.7393 -0.3952 -0.6474
H -2.1023 2.3294 -0.5392
H 1.4700 -1.7814 0.2449
H -0.1943 -1.9855 0.7704
H 0.2787 -2.1050 -0.9389
```

Values from the calculation:
Total energy = -3182.05219 Ha
Total charge = +1
Frontier orbital gap = 9.100 eV
Energy relative to the best compared isomer or geometry (same formula, charge and spin) = 16.5 kcal per mole
HOMO = -14.792 eV

Just the Löwdin charges please, in e? Sure, here they are: atom 1 (C): -0.09, atom 2 (C): -0.28, atom 3 (C): -0.67, atom 4 (C): -0.03, atom 5 (N): -0.20, atom 6 (S): 1.11, atom 7 (Br): 0.61, atom 8 (H): 0.11, atom 9 (H): 0.12, atom 10 (H): 0.07, atom 11 (H): 0.09, atom 12 (H): 0.15

---

Record 4
Molecular formula: C4H5BrO2
Method: DFT, ωB97M-V/def2-TZVPD

```
12
C4H5BrO2 ωB97M-V/def2-TZVPD
C 0.3593 1.0694 0.9446
O 1.1656 0.5043 -0.1280
C 0.5935 -0.4808 -0.8174
C 1.7961 -1.3214 -1.5796
Br 3.4859 -0.5816 -1.2768
C 1.6114 -2.1318 -2.7333
O 2.4034 -2.8417 -3.2621
H -0.4736 1.5062 0.3989
H 0.9039 1.8872 1.4189
H 0.0298 0.3379 1.6067
H -0.5317 -0.7401 -0.6012
H 0.4403 -2.2132 -3.0192
```

Values from the calculation:
Total energy = -2879.77361 Ha
SMILES = CO/C=C(\Br)C=O
Frontier orbital gap (alpha / beta) = 7.800 / 7.801 eV
Energy relative to the best compared isomer or geometry (same formula, charge and spin) = 71.7 kcal per mole
HOMO (alpha / beta) = -8.373 / -8.374 eV

Just the Löwdin charges please, in e? Sure, here they are: atom 1 (C): -0.02, atom 2 (O): -0.24, atom 3 (C): -0.06, atom 4 (C): -0.60, atom 5 (Br): 0.79, atom 6 (C): -0.47, atom 7 (O): 0.02, atom 8 (H): 0.09, atom 9 (H): 0.10, atom 10 (H): 0.07, atom 11 (H): 0.16, atom 12 (H): 0.15

---

Record 5
Molecular formula: C4H5Cl
Method: DFT, ωB97M-V/def2-TZVPD

```
10
C4H5Cl ωB97M-V/def2-TZVPD
C 2.3247 0.4327 0.2428
C 1.1425 0.5074 -0.0082
C -1.0378 -0.8668 -0.1193
C -0.3123 0.5054 -0.1660
Cl -1.0021 1.7542 0.9164
H 3.3166 0.1788 0.5758
H -2.0162 -0.6388 0.4619
H -0.4961 -1.6383 0.5670
H -1.1768 -1.2147 -1.1065
H -0.7425 0.9801 -1.3641
```

Values from the calculation:
Total energy = -615.49160 Ha
Frontier orbital gap = 10.930 eV
Energy relative to the best compared isomer or geometry (same formula, charge and spin) = 40.2 kcal per mole
HOMO = -10.097 eV

Just the Löwdin charges please, in e? Sure, here they are: atom 1 (C): 0.12, atom 2 (C): -0.21, atom 3 (C): -0.14, atom 4 (C): -0.79, atom 5 (Cl): 0.57, atom 6 (H): 0.04, atom 7 (H): 0.08, atom 8 (H): 0.11, atom 9 (H): 0.04, atom 10 (H): 0.19

---

Record 6
Molecular formula: C4H5Cl2F
Method: DFT, ωB97M-V/def2-TZVPD

```
12
C4H5Cl2F ωB97M-V/def2-TZVPD
C -1.6798 -1.8153 0.1080
C -1.4515 -0.2236 0.3122
F -2.5531 0.3586 -0.4900
C -0.0906 0.0551 0.1208
Cl 0.1774 1.8358 0.0841
C 0.7852 -0.8210 0.1849
Cl 2.4181 -0.5641 -0.1496
H -1.6603 -1.9615 -1.0421
H -2.7713 -1.9882 0.4128
H -0.9101 -2.4366 0.6975
H -1.8036 0.1769 1.2351
H 0.6189 -1.8075 -0.1355
```

Values from the calculation:
Total energy = -1175.57899 Ha
SMILES = C[C@H](F)/C(Cl)=C/Cl
Frontier orbital gap = 10.516 eV
Energy relative to the best compared isomer or geometry (same formula, charge and spin) = 40.4 kcal per mole
HOMO = -10.161 eV

Just the Löwdin charges please, in e? Sure, here they are: atom 1 (C): -0.04, atom 2 (C): -0.36, atom 3 (F): -0.09, atom 4 (C): -0.71, atom 5 (Cl): 0.66, atom 6 (C): -0.64, atom 7 (Cl): 0.69, atom 8 (H): 0.12, atom 9 (H): 0.09, atom 10 (H): 0.09, atom 11 (H): 0.13, atom 12 (H): 0.05

---

Record 7
Molecular formula: C4H5Cl2P
Method: DFT, ωB97M-V/def2-TZVPD

```
12
C4H5Cl2P ωB97M-V/def2-TZVPD
C -1.0806 -1.0206 1.0811
C -1.4662 0.0009 0.2758
C -0.6821 0.6383 -0.8114
C 0.6268 0.6961 -0.7858
P 1.6500 0.0804 0.5937
Cl 2.1385 -1.6058 -0.4805
Cl 3.2071 1.2321 0.1738
H -1.6718 -1.0238 1.9074
H -0.4261 -1.8325 0.9174
H -2.3377 0.6130 0.4346
H -1.1537 0.9977 -1.7149
H 1.1958 1.2241 -1.5912
```

Values from the calculation:
Total energy = -1417.13385 Ha
SMILES = C=C/C=C\P(Cl)Cl
Frontier orbital gap = 9.560 eV
Energy relative to the best compared isomer or geometry (same formula, charge and spin) = 0.0 kcal per mole
HOMO = -9.291 eV

Just the Löwdin charges please, in e? Sure, here they are: atom 1 (C): -0.01, atom 2 (C): -0.17, atom 3 (C): -0.20, atom 4 (C): -0.46, atom 5 (P): 0.16, atom 6 (Cl): 0.17, atom 7 (Cl): 0.20, atom 8 (H): 0.02, atom 9 (H): 0.03, atom 10 (H): 0.09, atom 11 (H): 0.10, atom 12 (H): 0.07

---

Record 8
Molecular formula: C4H5Cl3O
Method: DFT, ωB97M-V/def2-TZVPD

```
13
C4H5Cl3O ωB97M-V/def2-TZVPD
C 1.1363 -0.5684 -0.9600
C 0.3982 0.1094 1.3633
C -1.2597 0.0593 -0.5771
C 0.1779 0.2769 -0.1256
O 2.1023 -1.1135 -0.5240
Cl -1.6620 -1.6667 -0.3815
Cl -2.3987 1.0544 0.3435
Cl 0.6499 1.9431 -0.6416
H 0.8806 -0.5780 -2.0345
H -0.1528 0.8612 1.9215
H 0.0618 -0.8804 1.6655
H 1.4589 0.1976 1.5842
H -1.3927 0.3050 -1.6338
```

Values from the calculation:
Total energy = -1611.08932 Ha
Spin multiplicity = 3
Frontier orbital gap (alpha / beta) = 7.295 / 7.939 eV
Energy relative to the best compared isomer or geometry (same formula, charge and spin) = 0.0 kcal per mole
HOMO (alpha / beta) = -6.630 / -11.051 eV

Just the Löwdin charges please, in e? Sure, here they are: atom 1 (C): -0.40, atom 2 (C): -0.12, atom 3 (C): -1.09, atom 4 (C): -0.93, atom 5 (O): 0.18, atom 6 (Cl): 0.62, atom 7 (Cl): 0.61, atom 8 (Cl): 0.66, atom 9 (H): 0.16, atom 10 (H): 0.07, atom 11 (H): 0.08, atom 12 (H): 0.09, atom 13 (H): 0.07